(1)
Molecular formula: C22H17N4O7RuS3
Method: DFT, ωB97M-V/def2-TZVPD

Geometry as XYZ:
```
54
Properties=species:S:1:pos:R:3:forces:R:3:lowdin_spin:R:1
Ru 1.180 0.578 0.570 0.3 -0.1 0.5 0.798
O 2.546 0.578 -0.889 -0.1 0.1 0.0 0.059
N 3.775 0.241 -0.432 -0.1 0.0 0.0 0.001
C 4.569 -0.391 -1.319 0.0 0.0 0.0 -0.003
C 5.847 -0.730 -0.985 0.0 0.0 0.0 0.000
C 6.309 -0.415 0.297 0.0 0.0 0.0 -0.003
C 5.476 0.217 1.185 0.0 0.1 0.0 0.001
C 4.160 0.550 0.833 -0.1 0.2 -0.3 0.001
S 3.017 1.328 1.849 0.0 -0.6 0.3 0.048
H 4.095 -0.583 -2.270 0.0 0.0 0.0 0.000
H 6.470 -1.239 -1.706 0.0 0.0 0.0 0.000
H 7.314 -0.680 0.594 0.0 0.0 0.0 0.000
H 5.798 0.458 2.188 0.0 0.0 0.0 0.000
O 0.054 0.194 2.358 -0.5 0.4 -0.7 0.008
C -0.756 -0.730 2.442 0.3 -0.3 0.3 -0.001
C -0.730 -1.954 1.698 -0.1 0.1 -0.1 0.000
C -1.715 -2.894 2.022 -0.1 0.0 0.0 0.000
C -1.712 -4.134 1.449 0.0 0.1 -0.1 0.000
C -0.709 -4.488 0.533 0.0 0.0 0.0 0.000
C 0.264 -3.590 0.208 0.1 0.0 0.0 0.000
C 0.305 -2.277 0.766 0.0 -0.1 -0.1 0.002
O 1.251 -1.492 0.386 0.1 0.3 0.3 0.042
N -2.745 -5.097 1.803 0.2 -0.3 0.4 0.000
O -2.697 -6.194 1.277 -0.1 0.1 -0.2 0.000
O -3.555 -4.781 2.654 -0.1 0.1 -0.2 0.000
H -1.522 -0.663 3.227 0.0 0.0 0.0 0.000
H -2.484 -2.646 2.743 0.0 0.0 0.0 0.000
H -0.729 -5.475 0.092 0.0 0.0 0.0 0.000
H 1.037 -3.847 -0.502 0.0 0.0 0.0 0.000
O -3.572 2.821 -0.890 0.0 -0.2 -0.1 0.000
C -3.063 3.672 0.011 0.2 0.1 0.1 0.000
C -3.860 4.755 0.388 0.0 0.0 0.0 0.000
C -3.402 5.676 1.305 0.0 0.0 0.0 0.000
C -2.136 5.545 1.874 0.0 0.0 0.0 0.000
C -1.344 4.475 1.514 -0.1 0.0 0.0 0.001
C -1.784 3.526 0.584 0.0 0.1 0.1 0.000
C -0.882 2.400 0.263 -0.1 0.2 0.4 0.004
O 0.232 2.324 0.924 0.3 0.1 -0.6 0.041
N -1.276 1.528 -0.624 0.0 0.0 -0.2 0.005
N -0.305 0.562 -0.878 -0.5 -0.6 0.1 0.000
C -0.572 -0.187 -1.889 0.2 0.3 0.1 -0.003
S 0.500 -1.442 -2.480 0.0 0.0 0.0 -0.001
C -0.317 -1.534 -4.096 0.0 0.0 0.0 0.000
C -1.803 -1.390 -3.858 0.0 0.0 0.0 0.000
S -2.044 0.062 -2.801 0.0 0.0 -0.1 -0.001
H -2.900 2.120 -1.052 0.0 0.0 0.0 0.000
H -4.840 4.843 -0.062 0.0 0.0 0.0 0.000
H -4.036 6.510 1.582 0.0 0.0 0.0 0.000
H -1.778 6.271 2.591 0.0 0.0 0.0 0.000
H -0.361 4.345 1.944 0.0 0.0 0.0 0.000
H -0.066 -2.501 -4.534 0.0 0.0 0.0 0.000
H 0.057 -0.740 -4.742 0.0 0.0 0.0 0.000
H -2.210 -2.270 -3.361 0.0 0.0 0.0 0.000
H -2.349 -1.215 -4.784 0.0 0.0 0.0 0.000
```
Forces are in eV/Å.

LUMO energy (spin up / spin down) (eV): -0.509 / -0.712
HOMO level (spin up / spin down) (eV): -8.0 / -7.9
Multiplicity: 2
<S²>: 0.75

---

(2)
Molecular formula: C22H18AsFN2O3S4Sn
Method: DFT, ωB97M-V/def2-TZVPD

Geometry as XYZ:
```
52
Properties=species:S:1:pos:R:3:forces:R:3:lowdin_charge:R:1
Sn -1.471 0.963 -0.482 0.3 -0.2 -0.6 0.888
C -0.240 4.675 -2.276 -0.1 0.0 0.0 -0.102
O 1.195 4.528 -2.333 0.0 0.0 0.1 -0.084
C 1.856 3.477 -1.794 -0.1 0.1 0.0 -0.208
C 3.206 3.437 -2.094 0.1 -0.1 0.1 -0.029
C 4.053 2.443 -1.594 0.0 0.1 -0.1 -0.125
C 3.524 1.462 -0.794 0.0 -0.1 0.0 -0.089
C 2.157 1.464 -0.475 0.0 0.0 -0.2 -0.160
C 1.670 0.420 0.390 0.2 0.0 0.2 -0.089
N 0.457 0.293 0.775 -0.5 0.0 -0.1 -0.063
N 0.221 -0.695 1.701 0.4 0.0 0.2 0.071
C -1.043 -0.749 2.011 -0.2 -0.1 -0.1 -0.485
O -1.986 -0.072 1.474 0.0 0.1 -0.1 -0.191
C -1.426 -1.728 3.077 -0.1 0.0 -0.1 -0.137
C -0.550 -2.723 3.505 0.0 0.0 0.0 -0.041
C -0.970 -3.662 4.435 0.0 0.0 0.0 -0.104
C -2.260 -3.612 4.949 0.0 0.0 0.0 -0.118
C -3.125 -2.603 4.546 0.1 0.0 0.0 -0.094
C -2.709 -1.665 3.611 0.0 -0.1 0.0 -0.019
C 1.287 2.470 -0.947 -0.1 0.1 -0.2 -0.265
O 0.023 2.518 -0.613 -0.4 -0.4 -0.2 -0.239
H -0.449 5.601 -2.805 0.1 0.0 0.0 0.072
H -0.607 4.752 -1.258 0.0 0.0 0.0 0.074
H -0.750 3.855 -2.776 0.0 0.0 0.0 0.010
H 3.595 4.210 -2.746 0.0 0.0 0.0 0.107
H 5.108 2.452 -1.838 0.0 0.0 0.0 0.084
H 4.152 0.670 -0.398 0.0 0.0 0.0 0.099
H 2.403 -0.285 0.787 0.0 0.0 0.1 0.128
H 0.446 -2.749 3.084 0.0 0.0 0.0 0.101
H -0.293 -4.445 4.761 0.0 0.0 0.0 0.091
H -2.594 -4.366 5.653 0.0 0.0 0.0 0.088
H -4.127 -2.556 4.954 0.0 0.0 0.0 0.094
H -3.367 -0.879 3.263 0.0 0.0 0.0 0.118
S -5.770 2.095 -2.196 0.1 -0.2 0.2 -0.263
As -3.821 2.886 -1.941 -0.9 0.4 -0.6 -0.522
S -2.344 1.643 -2.984 0.5 -0.2 0.6 -0.012
S -3.157 2.569 0.196 0.4 -0.4 0.2 0.061
S -3.717 4.937 -2.461 0.3 0.0 0.2 -0.202
F 3.744 -3.539 -1.071 0.0 0.0 0.0 0.015
C 2.515 -2.953 -1.149 -0.1 0.0 0.0 -0.299
C 2.329 -1.892 -2.010 0.0 0.0 -0.1 -0.026
C 1.066 -1.327 -2.103 -0.1 0.0 0.0 -0.047
C -0.013 -1.803 -1.348 -0.1 -0.3 -0.2 -0.335
C -1.350 -1.208 -1.490 0.3 1.9 1.0 -0.167
C 0.235 -2.859 -0.468 0.0 -0.1 -0.1 -0.053
C 1.490 -3.445 -0.370 0.0 0.0 0.1 -0.024
H 3.162 -1.514 -2.589 0.0 0.0 0.0 0.115
H 0.902 -0.484 -2.766 0.1 0.0 0.0 0.127
H -2.170 -1.713 -0.991 0.0 -0.2 -0.2 0.058
H -1.585 -0.781 -2.457 -0.1 -0.5 -0.2 -0.028
H -0.577 -3.236 0.143 0.0 0.0 0.0 0.112
H 1.675 -4.276 0.298 0.0 0.0 0.0 0.109
```
Forces are in eV/Å.

LUMO energy (eV): 4.184
Total charge: -2
HOMO level (eV): -1.5
Multiplicity: 1

---

(3)
Molecular formula: C22H18AuBr2N3OS3
Method: DFT, ωB97M-V/def2-TZVPD

Geometry as XYZ:
```
50
Properties=species:S:1:pos:R:3:forces:R:3:lowdin_charge:R:1
Au -0.129 0.096 0.070 0.1 -0.2 0.6 0.699
C -1.834 1.332 -2.639 -0.1 -0.1 0.0 -0.064
C -2.507 0.107 -2.108 0.1 0.0 0.0 -0.301
C -3.726 -0.341 -2.652 -0.1 -0.1 0.0 -0.006
C -4.323 -1.468 -2.169 0.1 0.0 0.0 -0.012
C -3.718 -2.195 -1.122 0.1 0.1 0.0 -0.193
C -4.239 -3.377 -0.558 -0.2 -0.2 0.0 -0.631
Br -5.860 -4.123 -1.219 0.1 0.0 0.0 0.754
C -3.592 -4.009 0.468 0.0 0.1 -0.1 -0.176
C -2.394 -3.494 0.966 0.2 0.2 0.0 -0.609
Br -1.526 -4.376 2.392 0.0 0.0 0.0 0.769
C -1.785 -2.344 0.452 -0.1 -0.2 0.0 -0.441
O -0.667 -1.889 0.888 0.1 0.2 -0.2 -0.246
C -2.499 -1.685 -0.613 -0.1 -0.2 0.1 -0.131
N -1.934 -0.551 -1.117 0.3 0.6 0.1 0.053
H -2.337 1.706 -3.529 0.0 0.0 0.0 0.086
H -0.792 1.116 -2.879 0.0 0.0 0.0 0.088
H -1.834 2.107 -1.873 0.0 0.0 0.0 0.023
H -4.179 0.220 -3.458 0.0 0.0 0.0 0.115
H -5.257 -1.821 -2.584 0.0 0.0 0.0 0.081
H -3.998 -4.914 0.896 0.0 0.0 0.0 0.096
S 3.194 3.209 0.743 -0.6 0.0 0.1 0.587
C 2.372 3.659 -0.680 0.4 -0.3 0.9 -0.755
C 3.114 4.406 -1.635 -0.2 0.2 -0.6 -0.149
C 2.566 4.802 -2.825 0.4 -0.1 0.4 -0.082
C 1.234 4.473 -3.126 -0.6 -0.2 0.0 -0.092
C 0.481 3.769 -2.220 0.0 0.3 -0.6 -0.155
C 1.009 3.343 -0.984 -0.4 -0.3 0.5 -0.658
S -0.083 2.558 0.116 0.6 -0.2 -0.5 0.666
H 4.134 4.666 -1.387 0.0 -0.1 0.0 0.089
H 3.163 5.366 -3.531 0.0 0.0 0.0 0.105
H 0.800 4.770 -4.072 0.0 0.0 0.0 0.100
H -0.553 3.540 -2.439 0.1 0.1 0.0 0.068
C 0.347 3.989 4.037 0.0 0.0 -0.1 0.009
C 0.217 2.505 4.004 0.0 0.2 0.0 -0.250
C -0.567 1.747 4.835 0.0 -0.1 0.0 0.047
C -0.596 0.360 4.631 0.1 0.1 0.0 -0.278
N 0.107 -0.226 3.666 0.2 -0.1 0.0 0.142
C 0.858 0.522 2.873 -0.2 0.0 0.2 -0.755
S 1.784 -0.124 1.561 -0.5 0.2 -0.7 0.659
N 0.925 1.861 3.061 0.0 0.1 -0.2 0.080
C -1.427 -0.539 5.486 0.0 0.0 0.0 -0.010
H -0.269 4.427 4.818 0.0 -0.1 0.0 0.088
H 0.049 4.399 3.069 0.0 0.0 0.0 0.094
H 1.389 4.269 4.200 0.0 0.0 0.0 0.102
H -1.149 2.209 5.619 0.0 0.0 0.0 0.124
H 1.460 2.391 2.349 0.2 0.0 0.0 0.007
H -1.943 0.012 6.270 0.0 0.0 0.0 0.079
H -0.789 -1.305 5.927 0.0 0.0 0.0 0.095
H -2.158 -1.059 4.865 0.0 0.0 0.0 0.094
```
Forces are in eV/Å.

LUMO energy (spin up / spin down) (eV): -2.404 / -2.402
HOMO level (spin up / spin down) (eV): -6.8 / -6.8
Multiplicity: 1

---

(4)
Molecular formula: C22H18BrF6IrN4OS
Method: DFT, ωB97M-V/def2-TZVPD

Geometry as XYZ:
```
54
Properties=species:S:1:pos:R:3:forces:R:3:lowdin_spin:R:1
Ir -0.928 -0.408 1.461 -0.5 -0.3 0.2 1.768
C -1.030 3.907 1.519 0.0 0.0 0.0 -0.012
C -1.193 2.446 1.178 0.1 0.0 0.1 -0.042
N -0.575 1.497 1.935 0.1 0.3 -0.1 0.263
N 0.172 2.014 2.944 -0.1 0.0 -0.1 0.052
C 0.777 1.236 3.794 0.1 0.1 0.0 0.063
N 1.413 1.904 4.818 0.0 0.0 0.0 0.034
S 0.962 -0.475 3.994 0.0 -0.2 0.0 0.069
C -1.999 2.108 0.093 0.0 -0.1 -0.1 0.192
C -2.841 3.076 -0.547 0.0 0.0 0.0 -0.016
C -3.895 2.690 -1.299 0.0 0.0 0.0 0.131
C -4.202 1.286 -1.398 0.0 0.0 0.0 0.012
C -3.319 0.380 -0.974 0.1 0.0 0.0 0.081
N -2.038 0.769 -0.460 0.0 0.1 0.0 0.160
H -0.175 4.046 2.168 0.0 0.0 0.0 0.000
H -1.914 4.288 2.036 0.0 0.0 0.0 -0.004
H -0.885 4.500 0.617 0.0 0.0 0.0 -0.003
H 0.983 2.773 5.090 0.0 0.0 0.0 0.001
H 1.835 1.359 5.552 0.0 0.0 0.0 0.003
H -2.666 4.127 -0.372 0.0 0.0 0.0 -0.003
H -4.540 3.421 -1.765 0.0 0.0 0.0 0.008
H -5.153 0.956 -1.792 0.0 0.0 0.0 -0.001
H -3.502 -0.681 -1.025 0.0 0.0 -0.1 0.006
Br -2.012 -2.391 0.407 0.1 0.0 -0.1 0.034
C -1.368 -2.144 -1.397 0.0 0.0 0.0 -0.001
C -1.281 -3.327 -2.068 0.0 0.0 0.0 0.006
C -0.597 -3.409 -3.293 0.0 0.0 0.0 -0.001
C 0.061 -2.310 -3.747 0.0 0.0 0.0 0.005
C -0.017 -1.069 -3.066 0.0 0.0 0.0 0.000
C 0.761 0.009 -3.553 0.0 0.0 0.0 0.005
C 0.722 1.217 -2.933 0.0 0.0 0.0 0.001
C -0.184 1.427 -1.882 0.0 0.0 0.0 0.012
C -0.985 0.427 -1.400 0.1 0.0 0.0 0.022
C -0.834 -0.916 -1.906 0.0 0.0 0.0 0.000
H -1.686 -4.224 -1.620 0.0 0.0 0.0 0.000
H -0.544 -4.353 -3.817 0.0 0.0 0.0 0.000
H 0.670 -2.358 -4.641 0.0 0.0 0.0 0.000
H 1.394 -0.163 -4.414 0.0 0.0 0.0 0.000
H 1.338 2.038 -3.274 0.0 0.0 0.0 0.000
H -0.282 2.421 -1.471 0.0 0.0 0.0 0.002
C 3.622 -2.171 2.434 0.0 0.0 0.0 0.079
C 2.864 -2.023 1.172 0.1 0.0 -0.1 0.588
O 0.686 -1.240 2.643 0.1 0.1 0.1 0.199
C 2.967 -0.764 0.379 0.0 0.0 0.1 0.059
F 1.832 -0.447 -0.255 0.0 0.1 -0.1 0.015
F 3.928 -0.850 -0.577 0.0 0.0 0.0 0.038
F 3.298 0.277 1.158 0.0 0.0 0.0 0.005
C 2.342 -3.241 0.492 0.0 0.0 0.0 0.061
F 1.278 -3.013 -0.294 0.0 0.0 0.0 0.012
F 3.287 -3.805 -0.305 0.0 0.0 0.0 0.040
F 1.987 -4.183 1.380 0.0 0.0 0.0 0.008
H 3.648 -1.228 2.976 0.0 0.0 0.0 0.006
H 4.658 -2.478 2.240 0.0 0.0 0.0 0.033
H 3.162 -2.928 3.065 0.0 0.0 0.0 0.008
```
Forces are in eV/Å.

LUMO energy (spin up / spin down) (eV): 0.153 / -1.170
HOMO level (spin up / spin down) (eV): -6.0 / -7.4
Multiplicity: 5
<S²>: 6.07